(1)
Molecular formula: C34H76BClF7N5O2PS
Method: DFT, ωB97M-V/def2-TZVPD

Results
**Frontier orbital gap**: 0.24920 Eh
**Net charge**: -1
**Multiplicity**: 1
**HOMO energy**: -0.16648 hartree

Each line ends with the Löwdin charge.
Positions of all 128 atoms, in Å:
C -0.89319 2.18508 5.01410  -0.12
C -2.31746 2.35061 5.49786  -0.70
Cl -2.61242 4.10410 5.89856  0.55
C -3.36640 1.91179 4.48255  -0.16
C -2.97224 0.68065 3.68299  -0.32
O -2.61525 1.03309 2.37670  0.00
B -2.74466 -0.15961 1.57229  -0.90
P -1.04137 -1.18633 1.51173  0.45
S 0.66032 -0.14870 1.46350  -0.04
C -3.52681 0.06203 0.13313  -0.32
F -4.71647 0.72161 0.36598  0.09
F -3.86054 -1.15018 -0.40093  0.09
C -2.82160 0.86622 -0.97013  -0.35
F -3.24950 0.44881 -2.20028  0.11
F -1.49418 0.67507 -0.93156  0.11
C -3.09496 2.39051 -0.94165  -0.47
F -2.17024 2.98949 -1.74656  0.13
F -4.33004 2.67819 -1.43856  0.14
F -2.97318 2.91182 0.29446  0.18
O -3.62636 -1.06645 2.37581  -0.05
C -4.14936 -0.27420 3.44463  -0.26
C -4.55489 -1.24573 4.56567  -0.11
C -3.69098 -1.24847 5.82134  -0.27
N -2.43512 -1.93352 5.55713  0.02
H -0.23424 2.84703 5.56134  0.06
H -0.55362 1.16840 5.15147  0.08
H -0.82459 2.45041 3.96541  0.09
H -2.45441 1.85257 6.44672  0.08
H -3.61385 2.74547 3.84114  0.11
H -4.27349 1.67325 5.03214  0.11
H -2.17867 0.09143 4.13050  0.13
H -1.04069 -2.05442 0.39714  -0.05
H -1.07018 -2.04886 2.62196  -0.05
H -5.01890 0.26690 3.07817  0.15
H -5.59765 -1.08544 4.82410  0.11
H -4.48978 -2.23495 4.12903  0.11
H -3.49050 -0.23845 6.15814  0.09
H -4.27292 -1.73894 6.60589  0.10
H -2.59773 -2.80571 5.08399  0.06
H -1.90307 -2.07820 6.39915  0.06
C -0.88066 -5.70564 6.78364  -0.09
C -1.23352 -6.01703 8.22921  -0.28
N -2.35444 -5.23544 8.71570  -0.20
C -2.52555 -5.30394 10.15414  -0.25
C -2.89030 -6.65728 10.77864  -0.09
C -3.56857 -5.31435 7.92298  -0.25
C -4.19350 -6.69754 7.69522  -0.08
H -0.71882 -4.63570 6.64937  0.07
H 0.03612 -6.22472 6.50301  0.07
H -1.66041 -6.02655 6.09231  0.07
H -0.36969 -5.77619 8.85437  0.12
H -1.39542 -7.10311 8.32848  0.10
H -3.27715 -4.56490 10.44439  0.11
H -1.59069 -4.96004 10.60795  0.11
H -3.92811 -6.92818 10.59002  0.05
H -2.76473 -6.60526 11.86237  0.07
H -2.25085 -7.46195 10.41500  0.06
H -3.36083 -4.87003 6.94653  0.09
H -4.31026 -4.65254 8.37610  0.11
H -3.44769 -7.44376 7.41810  0.07
H -4.91540 -6.64101 6.87833  0.07
H -4.72940 -7.05843 8.57211  0.05
C -3.56125 2.13747 -4.91426  -0.08
C -4.28265 2.42965 -6.22091  -0.27
N -3.79070 1.63658 -7.33359  -0.20
C -4.26379 2.09348 -8.62455  -0.26
C -5.76806 2.01292 -8.91901  -0.09
C -3.79239 0.20044 -7.12377  -0.25
C -5.12562 -0.47743 -6.77950  -0.08
H -2.48389 2.24872 -5.03256  0.07
H -3.89206 2.83517 -4.14661  0.07
H -3.76649 1.13437 -4.54746  0.06
H -4.12841 3.48243 -6.47432  0.12
H -5.36627 2.30478 -6.06146  0.10
H -3.72100 1.54712 -9.40159  0.11
H -3.95196 3.13748 -8.73218  0.11
H -6.09416 0.99031 -9.10386  0.05
H -5.99668 2.58997 -9.81830  0.07
H -6.36592 2.42526 -8.10619  0.06
H -3.08403 -0.02108 -6.32251  0.10
H -3.36589 -0.27119 -8.01315  0.11
H -5.67810 0.07166 -6.01662  0.07
H -4.93528 -1.47710 -6.38435  0.07
H -5.76774 -0.59382 -7.65219  0.05
C 4.73175 2.52296 -3.70134  -0.10
C 3.28159 2.06859 -3.62252  -0.28
N 2.45717 2.93936 -2.81360  -0.20
C 1.15837 2.36686 -2.48601  -0.23
C 0.17878 2.10703 -3.63601  -0.09
C 2.45800 4.33683 -3.19635  -0.25
C 2.03035 4.69522 -4.62753  -0.09
H 5.15116 2.65431 -2.70264  0.08
H 5.32505 1.76946 -4.22343  0.06
H 4.84171 3.46038 -4.24918  0.06
H 3.25910 1.07710 -3.16432  0.12
H 2.89402 1.94536 -4.64807  0.10
H 0.67576 3.00852 -1.74621  0.11
H 1.33917 1.42241 -1.96596  0.11
H -0.26563 3.02845 -4.01212  0.05
H -0.63870 1.48389 -3.27628  0.05
H 0.64774 1.58058 -4.46980  0.07
H 3.46584 4.73146 -3.03578  0.10
H 1.82967 4.87922 -2.48652  0.11
H 2.49582 4.04444 -5.36936  0.06
H 2.33535 5.71967 -4.85551  0.07
H 0.95094 4.64459 -4.75881  0.05
C 12.05114 -0.11502 -4.01910  -0.09
C 10.76052 -0.19361 -3.21714  -0.28
N 10.33006 1.09154 -2.70534  -0.20
C 9.27687 0.99325 -1.70887  -0.25
C 7.91815 0.43647 -2.14785  -0.08
C 10.16748 2.13904 -3.69703  -0.25
C 9.19400 1.89043 -4.85761  -0.08
H 12.83881 0.36729 -3.43905  0.08
H 12.38547 -1.12058 -4.27755  0.07
H 11.92299 0.43502 -4.95203  0.06
H 10.93091 -0.84836 -2.35881  0.12
H 9.99065 -0.68497 -3.83374  0.10
H 9.13010 1.98277 -1.26842  0.11
H 9.65731 0.36877 -0.89441  0.11
H 7.35860 1.15395 -2.74526  0.04
H 7.31163 0.21705 -1.26749  0.08
H 8.01474 -0.49024 -2.71427  0.07
H 11.15187 2.35786 -4.11959  0.10
H 9.87855 3.05402 -3.17505  0.11
H 9.32144 0.89907 -5.29459  0.07
H 9.37505 2.62052 -5.64932  0.07
H 8.15401 1.99910 -4.55423  0.05

---

(2)
Molecular formula: C34H78BrO9P2S
Method: DFT, ωB97M-V/def2-TZVPD

Results
**Frontier orbital gap**: 0.24940 Eh
**Net charge**: -1
**Multiplicity**: 1
**HOMO energy**: -0.15984 hartree

Each line ends with the Löwdin charge.
Positions of all 125 atoms, in Å:
C 5.54274 -0.42793 2.79614  -0.03
C 5.03060 -0.39721 1.56628  -0.26
C 3.74491 -1.01051 1.14418  -0.32
P 2.30117 0.08815 0.45825  0.52
C 1.60783 0.23258 2.28166  -0.33
C 0.75367 1.42454 2.75260  -0.24
C -0.58018 0.97245 3.36345  -0.24
O -1.56880 2.00077 3.29386  -0.19
C -2.74279 1.63082 2.60634  -0.12
C 3.21006 1.78651 0.71816  -0.24
C 2.56098 3.14408 0.49666  -0.22
O 2.95394 3.71741 -0.77889  -0.05
C 2.32237 4.84160 -1.16544  -0.52
O 2.07062 5.02670 -2.32786  0.06
C 1.98059 5.90113 -0.12886  -0.15
C 3.12354 6.34398 0.79351  -0.09
C 3.05854 -0.21475 -1.34062  -0.31
C 2.96313 0.42167 -2.70697  -0.82
O 3.59173 -0.01082 -3.62541  -0.03
Br 1.86895 1.96072 -3.15918  0.76
P 0.22241 0.85080 -0.44475  0.25
S -0.45468 -0.49044 -1.76683  -0.05
H 5.13151 -1.06199 3.57447  0.05
H 6.41171 0.17134 3.04352  0.04
H 5.61879 0.11028 0.80283  0.09
H 3.95241 -1.76053 0.37277  0.07
H 3.34426 -1.59927 1.97529  0.07
H 1.56808 -1.15150 0.29493  -0.02
H 1.05299 -0.69870 2.45633  0.07
H 2.47462 0.16667 2.94507  0.06
H 1.28096 1.95780 3.55061  0.11
H 0.49810 2.17005 2.00007  0.06
H -0.94758 0.08079 2.85010  0.08
H -0.44496 0.74365 4.42482  0.12
H -3.54444 2.30612 2.91128  0.08
H -3.05639 0.60870 2.84614  0.07
H -2.62742 1.71282 1.51780  0.07
H 4.11890 1.78062 0.11117  0.08
H 3.48988 1.75874 1.77144  0.07
H 2.94621 3.82036 1.25986  0.10
H 1.47594 3.18312 0.57315  0.08
H 1.66157 6.76129 -0.71570  0.11
H 1.10765 5.59979 0.45676  0.12
H 2.87239 7.32622 1.19959  0.07
H 4.06043 6.45542 0.24832  0.08
H 3.25970 5.69202 1.65181  0.06
H 4.14266 -0.20479 -1.18590  0.08
H 2.80490 -1.25992 -1.53404  0.06
H -0.75529 0.89582 0.56668  -0.10
H 0.12607 2.14070 -1.01057  -0.12
C -0.62118 6.25660 -4.11880  -0.08
C -1.33438 4.91904 -4.02785  -0.27
O -2.42656 4.77756 -4.92611  -0.16
C -2.09540 4.86248 -6.29809  -0.29
C -1.11265 3.80060 -6.76506  -0.08
H -1.33077 7.07802 -3.99534  0.08
H 0.13663 6.31696 -3.33677  0.05
H -0.11676 6.38845 -5.07757  0.07
H -1.76489 4.80019 -3.03356  0.12
H -0.61791 4.10442 -4.15809  0.10
H -1.71710 5.86283 -6.54366  0.10
H -3.04346 4.74393 -6.82542  0.11
H -0.12875 3.92331 -6.31145  0.07
H -0.98890 3.86000 -7.84796  0.07
H -1.47618 2.80506 -6.50781  0.08
C -3.07884 -2.77279 0.67823  -0.07
C -2.21543 -2.46210 1.88387  -0.26
O -2.94048 -2.00967 3.02186  -0.18
C -3.89094 -2.91348 3.54411  -0.29
C -3.29741 -4.23046 4.01891  -0.08
H -3.70068 -1.91313 0.42379  0.07
H -2.44200 -2.99851 -0.17710  0.07
H -3.73829 -3.62894 0.84168  0.07
H -1.53520 -1.64763 1.63418  0.10
H -1.59161 -3.32469 2.14524  0.11
H -4.68954 -3.10006 2.81534  0.11
H -4.34616 -2.39131 4.38719  0.12
H -2.89066 -4.81593 3.19340  0.06
H -4.06729 -4.83148 4.50596  0.07
H -2.49190 -4.04869 4.73235  0.08
C 3.06603 -5.39879 -5.86415  -0.09
C 1.87239 -5.23731 -4.93474  -0.30
O 2.07295 -4.31057 -3.89183  -0.16
C 2.34452 -2.97036 -4.29674  -0.26
C 1.22800 -2.35227 -5.12042  -0.07
H 3.96295 -5.64244 -5.29235  0.08
H 2.87672 -6.20227 -6.57864  0.07
H 3.26566 -4.48911 -6.43152  0.06
H 1.66701 -6.18692 -4.43697  0.11
H 0.97700 -4.98256 -5.51496  0.10
H 3.29964 -2.91750 -4.83041  0.11
H 2.46905 -2.41128 -3.37286  0.09
H 1.11525 -2.85812 -6.08263  0.06
H 1.43657 -1.29938 -5.31011  0.08
H 0.28287 -2.42646 -4.58106  0.07
C 1.15167 -5.79394 3.40038  -0.08
C 2.30584 -4.98079 2.83822  -0.27
O 2.90475 -4.10715 3.77776  -0.17
C 3.47781 -4.70403 4.92126  -0.29
C 4.60163 -5.68004 4.61181  -0.08
H 0.40863 -5.13536 3.85338  0.07
H 0.67413 -6.35973 2.59925  0.08
H 1.48015 -6.50622 4.15974  0.06
H 1.94399 -4.32969 2.04237  0.12
H 3.05768 -5.64163 2.39072  0.11
H 2.70804 -5.19241 5.53224  0.11
H 3.86723 -3.87132 5.50810  0.12
H 4.24231 -6.56301 4.08116  0.06
H 5.06833 -6.01651 5.53909  0.07
H 5.36024 -5.19971 3.99228  0.08
C -6.07468 0.30488 0.44129  -0.07
C -7.22949 0.55191 1.39487  -0.28
O -7.01970 1.62880 2.29289  -0.16
C -6.80085 2.89412 1.69634  -0.29
C -7.95567 3.38352 0.83833  -0.08
H -5.14176 0.17558 0.99287  0.07
H -6.25844 -0.59605 -0.14550  0.08
H -5.93586 1.13008 -0.25840  0.07
H -7.37670 -0.31987 2.03337  0.12
H -8.16115 0.69517 0.83337  0.10
H -5.87161 2.89127 1.11557  0.11
H -6.64875 3.57677 2.53303  0.12
H -8.09723 2.76501 -0.04887  0.07
H -7.76152 4.40314 0.50305  0.08
H -8.88587 3.37405 1.40911  0.08